Here is a cluster of 4 separate species, C16H31F9O6S in total in a non-equilibrium geometry from the OMol25 dataset. Energies are from ωB97M-V with the def2-TZVPD basis set.

Values from the calculation:
Strongest force on any atom = 9.76 eV/A
SMILES string = O=C1OC[C@H](CCC(F)(F)C(F)(F)S(F)(F)(F)(F)F)O1.CC(C)O.CC(C)O.CC(C)O
LUMO energy = -2.45 eV
M = 522.47 g/mol
Orbital gap = 7.669 eV
E_tot = -2376.32956 Ha

Structure (ORCA input):
```
! RIJCOSX wB97M-V def2-TZVPD def2/J DEFGRID3
* xyz 0 1
O 3.862 3.357 3.294
C 4.500 3.091 2.139
O 4.520 3.932 0.905
C 4.640 3.116 -0.349
C 5.102 1.715 0.365
C 4.461 0.283 -0.139
C 2.881 0.346 -0.561
C 1.832 0.302 0.735
F 1.100 -1.001 0.840
F 2.741 0.313 1.944
C 0.897 1.630 0.882
F 1.617 2.914 0.578
F 0.537 1.732 2.346
S -0.702 1.651 -0.062
F -1.452 0.442 0.890
F -1.278 2.918 0.998
F -0.034 2.939 -1.039
F -0.182 0.568 -1.276
F -2.183 1.811 -0.920
O 5.293 1.888 1.831
H 3.657 3.163 -0.986
H 5.553 3.511 -0.984
H 6.225 1.612 0.007
H 5.058 0.002 -1.135
H 4.729 -0.599 0.619
H 2.661 -0.648 -1.184
H 2.604 1.254 -1.244
C 1.480 6.458 -2.735
C 1.982 5.699 -1.517
C 2.352 6.646 -0.387
O 3.125 4.928 -1.880
H 2.253 7.131 -3.123
H 1.230 5.764 -3.545
H 0.591 7.049 -2.492
H 1.211 5.001 -1.175
H 3.155 7.326 -0.692
H 2.723 6.087 0.478
H 1.489 7.243 -0.074
H 3.815 5.540 -2.185
C -1.845 -5.131 -0.493
C -1.100 -3.965 0.137
C -1.870 -2.664 -0.023
O 0.179 -3.835 -0.477
H -1.983 -4.973 -1.568
H -1.274 -6.059 -0.381
H -2.828 -5.268 -0.031
H -0.934 -4.166 1.201
H -2.009 -2.419 -1.082
H -1.317 -1.832 0.424
H -2.854 -2.726 0.453
H 0.042 -3.657 -1.422
C -7.281 -6.562 0.560
C -5.944 -5.875 0.786
C -5.651 -5.707 2.269
O -5.959 -4.594 0.161
H -8.102 -5.971 0.982
H -7.484 -6.664 -0.511
H -7.296 -7.556 1.016
H -5.145 -6.459 0.317
H -6.414 -5.086 2.752
H -4.691 -5.200 2.417
H -5.617 -6.676 2.776
H -6.665 -4.068 0.571
*
```

Quick look at the Mulliken charges, all values in e: atom 1 (O): -0.527, atom 2 (C): 0.558, atom 3 (O): -0.308, atom 4 (C): 0.027, atom 5 (C): 0.183, atom 6 (C): -0.846, atom 7 (C): -0.714, atom 8 (C): 0.822, atom 9 (F): -0.219, atom 10 (F): -0.296, atom 11 (C): 0.525, atom 12 (F): -0.137, atom 13 (F): -0.267, atom 14 (S): 1.132, atom 15 (F): -0.307, atom 16 (F): -0.338, atom 17 (F): -0.323, atom 18 (F): -0.309, atom 19 (F): -0.295, atom 20 (O): -0.353, atom 21 (H): -0.028, atom 22 (H): 0.354, atom 23 (H): 0.334, atom 24 (H): 0.404, atom 25 (H): 0.276, atom 26 (H): 0.360, atom 27 (H): 0.316, atom 28 (C): -1.478, atom 29 (C): 0.982, atom 30 (C): -1.361, atom 31 (O): -0.522, atom 32 (H): 0.379, atom 33 (H): 0.355, atom 34 (H): 0.373, atom 35 (H): -0.107, atom 36 (H): 0.368, atom 37 (H): 0.287, atom 38 (H): 0.385, atom 39 (H): 0.314, atom 40 (C): -0.996, atom 41 (C): 0.385, atom 42 (C): -0.917, atom 43 (O): -0.555, atom 44 (H): 0.360, atom 45 (H): 0.349, atom 46 (H): 0.014, atom 47 (H): 0.265, atom 48 (H): 0.332, atom 49 (H): 0.062, atom 50 (H): 0.342, atom 51 (H): 0.351, atom 52 (C): -1.386, atom 53 (C): 0.480, atom 54 (C): -1.168, atom 55 (O): -0.540, atom 56 (H): 0.352, atom 57 (H): 0.333, atom 58 (H): 0.362, atom 59 (H): 0.257, atom 60 (H): 0.317, atom 61 (H): 0.283, atom 62 (H): 0.369, atom 63 (H): 0.349

=====

Here is the ion C27H33N4O with charge +1 in a non-equilibrium geometry from the OMol25 dataset. Energies are from ωB97M-V with the def2-TZVPD basis set.

Values from the calculation:
Strongest force on any atom = 2.32 eV/A
SMILES string = Cn1cc[n+](C(C)(C)C)c1/C([O-])=C/[C@@H](Cc1n(C)c2ccccc2[n+]1C)c1ccccc1
LUMO energy = -2.56 eV
M = 429.59 g/mol
Orbital gap = 7.067 eV
E_tot = -1342.66626 Ha

Structure (ORCA input):
```
! RIJCOSX wB97M-V def2-TZVPD def2/J DEFGRID3
* xyz 1 1
C 8.142 3.501 1.153
N 7.903 2.460 2.134
C 8.537 2.437 3.354
C 8.188 1.306 3.983
N 7.314 0.627 3.157
C 6.736 -0.724 3.488
C 7.143 -1.101 4.903
C 7.305 -1.773 2.535
C 5.210 -0.672 3.369
C 7.117 1.363 2.015
C 6.416 1.017 0.746
O 6.214 -0.208 0.427
C 6.030 2.080 -0.070
C 5.322 1.737 -1.313
C 3.815 1.677 -1.086
C 3.039 0.848 0.010
N 2.272 1.258 1.066
C 2.068 2.600 1.546
C 1.655 0.159 1.686
C 1.066 0.018 2.949
C 0.822 -1.273 3.416
C 1.151 -2.406 2.623
C 1.718 -2.240 1.360
C 1.961 -0.937 0.916
N 2.762 -0.465 -0.133
C 3.250 -1.311 -1.183
C 5.836 2.748 -2.465
C 6.593 2.352 -3.593
C 6.909 3.255 -4.630
C 6.554 4.602 -4.533
C 6.030 5.044 -3.318
C 5.741 4.135 -2.284
H 9.015 4.057 1.494
H 8.350 3.092 0.162
H 7.315 4.212 1.098
H 9.191 3.212 3.660
H 8.495 0.921 4.935
H 6.779 -0.367 5.641
H 6.695 -2.077 5.145
H 8.237 -1.207 4.986
H 6.957 -1.584 1.515
H 8.402 -1.748 2.563
H 6.962 -2.768 2.861
H 4.919 -0.514 2.324
H 4.791 -1.635 3.704
H 4.804 0.136 3.994
H 5.828 3.083 0.359
H 5.615 0.757 -1.711
H 3.403 1.274 -2.028
H 3.574 2.728 -0.856
H 1.483 2.552 2.472
H 3.017 3.091 1.781
H 1.498 3.238 0.861
H 0.827 0.883 3.559
H 0.373 -1.452 4.400
H 0.949 -3.408 3.024
H 1.994 -3.083 0.737
H 2.879 -2.332 -1.029
H 2.911 -0.984 -2.175
H 4.346 -1.328 -1.160
H 6.896 1.311 -3.732
H 7.399 2.923 -5.544
H 6.783 5.320 -5.330
H 5.808 6.096 -3.175
H 5.375 4.522 -1.330
*
```

Quick look at the Mulliken charges, all values in e: atom 1 (C): -0.822, atom 2 (N): 0.055, atom 3 (C): -1.051, atom 4 (C): -0.101, atom 5 (N): 0.394, atom 6 (C): 1.733, atom 7 (C): -2.251, atom 8 (C): -1.542, atom 9 (C): -1.434, atom 10 (C): 0.034, atom 11 (C): 1.304, atom 12 (O): -0.812, atom 13 (C): -1.712, atom 14 (C): 1.093, atom 15 (C): -1.236, atom 16 (C): -0.136, atom 17 (N): 0.258, atom 18 (C): -0.906, atom 19 (C): 1.258, atom 20 (C): -1.189, atom 21 (C): -0.681, atom 22 (C): -0.732, atom 23 (C): -1.047, atom 24 (C): 1.013, atom 25 (N): 0.374, atom 26 (C): -0.920, atom 27 (C): 0.085, atom 28 (C): -0.263, atom 29 (C): -0.618, atom 30 (C): -0.410, atom 31 (C): -0.697, atom 32 (C): -0.270, atom 33 (H): 0.348, atom 34 (H): 0.382, atom 35 (H): 0.310, atom 36 (H): 0.445, atom 37 (H): 0.505, atom 38 (H): 0.472, atom 39 (H): 0.419, atom 40 (H): 0.510, atom 41 (H): 0.268, atom 42 (H): 0.403, atom 43 (H): 0.448, atom 44 (H): 0.120, atom 45 (H): 0.464, atom 46 (H): 0.364, atom 47 (H): 0.133, atom 48 (H): 0.576, atom 49 (H): 0.468, atom 50 (H): 0.388, atom 51 (H): 0.300, atom 52 (H): 0.326, atom 53 (H): 0.343, atom 54 (H): 0.339, atom 55 (H): 0.397, atom 56 (H): 0.401, atom 57 (H): 0.332, atom 58 (H): 0.346, atom 59 (H): 0.324, atom 60 (H): 0.336, atom 61 (H): 0.389, atom 62 (H): 0.374, atom 63 (H): 0.372, atom 64 (H): 0.363, atom 65 (H): 0.264